Record 1
The following is a quantum chemistry calculation of an isolated ion of composition C26H57N10 and charge +1, from the OMol25 dataset.

energy	-1572.393685	hartree
relative energy (zero: lowest compared OMol25 entry of this formula, charge and spin)	0.00	kcal/mol
largest force on an atom	0.82	eV/Å
LUMO	-1.59	eV
charge	+1

Bonds (Å) are listed after each position.
Geometry (Å):
1 C 3.35053 2.80551 2.58361  H2 1.088, H3 1.088, C4 1.524, H93 1.087
2 H 3.79568 2.07492 3.25579  C1 1.088
3 H 3.92818 2.82667 1.66153  C1 1.088
4 C 1.89266 2.46393 2.30032  C1 1.524, C5 1.528, H91 1.092, H92 1.094
5 C 1.23543 3.48820 1.37663  C4 1.528, C6 1.527, H89 1.091, H90 1.091
6 C -0.19004 3.07689 1.01359  C5 1.527, H7 1.092, H8 1.093, C9 1.533
7 H -0.15736 2.19227 0.37381  C6 1.092
8 H -0.71522 2.79576 1.92947  C6 1.093
9 C -1.01180 4.16333 0.30972  C6 1.533, C10 1.540, C81 1.534, H88 1.095
10 C -2.45067 3.65140 0.10899  C9 1.540, N11 1.442, H79 1.091, H80 1.093
11 N -2.52998 2.55973 -0.82986  C10 1.442, C12 1.348, H78 1.009
12 C -2.79206 1.27074 -0.53531  N11 1.348, N13 1.299, N15 1.373
13 N -2.81498 0.32275 -1.42316  C12 1.299, H14 1.015
14 H -2.62877 0.63634 -2.36996  N13 1.015
15 N -2.98362 0.99889 0.79636  C12 1.373, C16 1.309
16 C -3.78700 0.05142 1.20947  N15 1.309, N17 1.363, N19 1.338
17 N -3.88154 -0.11036 2.55981  C16 1.363, H18 1.006, H67 1.005
18 H -3.50365 0.64553 3.10640  N17 1.006
19 N -4.44810 -0.78325 0.39943  C16 1.338, C20 1.447, H76 1.020
20 C -5.52906 -1.68338 0.73973  N19 1.447, H21 1.094, H22 1.099, C23 1.531
21 H -5.30983 -2.17659 1.69091  C20 1.094
22 H -6.46146 -1.11249 0.85238  C20 1.099
23 C -5.71835 -2.74958 -0.34204  C20 1.531, H24 1.091, H25 1.091, C26 1.531
24 H -5.54256 -2.30163 -1.32088  C23 1.091
25 H -6.75860 -3.07757 -0.32017  C23 1.091
26 C -4.83513 -3.98523 -0.15243  C23 1.531, C27 1.528, H74 1.092, H75 1.092
27 C -3.33227 -3.70815 -0.14968  C26 1.528, H28 1.092, C29 1.527, H73 1.090
28 H -2.81520 -4.60762 0.19099  C27 1.092
29 C -2.78474 -3.32425 -1.52280  C27 1.527, C30 1.528, H71 1.090, H72 1.090
30 C -1.32106 -2.89580 -1.43238  C29 1.528, N31 1.444, H69 1.095, H70 1.091
31 N -1.22274 -1.69589 -0.63448  C30 1.444, C32 1.316, H68 1.058
32 C -0.40418 -1.54866 0.38573  N31 1.316, N33 1.358, N35 1.331
33 N -0.44046 -0.38414 1.08244  C32 1.358, H34 1.007, H77 1.022
34 H 0.01092 -0.37431 1.98301  N33 1.007
35 N 0.40968 -2.54537 0.72732  C32 1.331, C36 1.308
36 C 1.61239 -2.46182 1.23449  N35 1.308, N37 1.344, N40 1.346
37 N 2.10046 -3.55272 1.84878  C36 1.344, H38 1.004, H39 1.004
38 H 3.08422 -3.65537 2.02027  N37 1.004
39 H 1.52529 -4.37620 1.84844  N37 1.004
40 N 2.35263 -1.34052 1.15125  C36 1.346, H41 1.011, C42 1.448
41 H 1.93590 -0.60563 0.59559  N40 1.011
42 C 3.78013 -1.18925 1.34300  N40 1.448, H43 1.092, C44 1.545, H66 1.091
43 H 3.94467 -0.15877 1.66528  C42 1.092
44 C 4.60539 -1.46552 0.06621  C42 1.545, C45 1.534, H58 1.094, C59 1.536
45 C 3.93735 -0.85450 -1.17196  C44 1.534, C46 1.530, H56 1.090, H57 1.092
46 C 3.73661 0.66041 -1.09912  C45 1.530, C47 1.530, H54 1.092, H55 1.092
47 C 2.90662 1.19234 -2.26970  C46 1.530, C48 1.526, H52 1.092, H53 1.091
48 C 1.42953 0.82208 -2.17133  C47 1.526, H49 1.089, H50 1.088, H51 1.087
49 H 1.00128 1.19625 -1.24254  C48 1.089
50 H 1.28184 -0.25513 -2.21000  C48 1.088
51 H 0.88061 1.26112 -3.00079  C48 1.087
52 H 2.99129 2.28064 -2.29213  C47 1.092
53 H 3.31503 0.81141 -3.20722  C47 1.091
54 H 4.71651 1.14186 -1.10878  C46 1.092
55 H 3.24272 0.95176 -0.17027  C46 1.092
56 H 4.56076 -1.06531 -2.04061  C45 1.090
57 H 2.98077 -1.35556 -1.33715  C45 1.092
58 H 5.58120 -0.99200 0.21260  C44 1.094
59 C 4.83062 -2.97304 -0.12262  C44 1.536, C60 1.525, H64 1.094, H65 1.093
60 C 5.88063 -3.30238 -1.17840  C59 1.525, H61 1.086, H62 1.087, H63 1.087
61 H 5.55060 -3.01753 -2.17304  C60 1.086
62 H 6.81302 -2.78699 -0.96162  C60 1.087
63 H 6.07603 -4.37163 -1.18493  C60 1.087
64 H 5.16971 -3.39690 0.82710  C59 1.094
65 H 3.88671 -3.45298 -0.39440  C59 1.093
66 H 4.11236 -1.83677 2.15643  C42 1.091
67 H -4.70526 -0.54880 2.93366  N17 1.005
68 H -1.88934 -0.92145 -0.90872  N31 1.058
69 H -0.93099 -2.69460 -2.43578  C30 1.095
70 H -0.71441 -3.67311 -0.96435  C30 1.091
71 H -3.35671 -2.49620 -1.94106  C29 1.090
72 H -2.86729 -4.17125 -2.20440  C29 1.090
73 H -3.10893 -2.91317 0.56226  C27 1.090
74 H -5.10299 -4.45567 0.79618  C26 1.092
75 H -5.06545 -4.69882 -0.94561  C26 1.092
76 H -4.26605 -0.60435 -0.58837  N19 1.020
77 H -1.27364 0.20353 1.01439  N33 1.022
78 H -2.32403 2.77702 -1.79311  N11 1.009
79 H -2.84210 3.28183 1.05766  C10 1.091
80 H -3.09001 4.46727 -0.23925  C10 1.093
81 C -0.36067 4.60394 -1.00764  C9 1.534, C82 1.525, H86 1.090, H87 1.093
82 C -1.14924 5.67569 -1.75357  C81 1.525, H83 1.087, H84 1.087, H85 1.087
83 H -2.09550 5.29689 -2.13209  C82 1.087
84 H -1.35493 6.51949 -1.09923  C82 1.087
85 H -0.57249 6.03780 -2.60128  C82 1.087
86 H 0.62594 5.00903 -0.78053  C81 1.090
87 H -0.21334 3.73487 -1.65360  C81 1.093
88 H -1.07552 5.03584 0.96824  C9 1.095
89 H 1.22053 4.45941 1.87417  C5 1.091
90 H 1.83981 3.58494 0.47322  C5 1.091
91 H 1.34199 2.42057 3.24251  C4 1.092
92 H 1.83025 1.47382 1.83877  C4 1.094
93 H 3.42482 3.78411 3.05037  C1 1.087

***

Record 2
The following is a quantum chemistry calculation of a 3-piece molecular cluster, C26H57NO11P2 overall at a distorted geometry, from the OMol25 dataset.

structure (SMILES)	CCCCCCC[C@]1(NCCCC)COC(=O)O1.CCOP(=O)(OCC)OCC.CCOP(=O)(OCC)OCC
energy	-2589.582496	hartree
largest force on an atom	9.81	eV/Å
LUMO	-2.02	eV
charge	0

Bonds (Å) are listed after each position.
Geometry (Å):
1 C 6.68153 3.46600 0.37154  C2 1.650, H19 1.192, H20 1.191, H21 1.170
2 C 6.92060 3.79436 -1.22773  C1 1.650, C3 1.638, H22 1.194, H23 1.170
3 C 6.89702 2.47532 -2.19919  C2 1.638, C4 1.649, H24 1.193, H25 1.194
4 C 5.43509 1.71846 -2.29909  C3 1.649, C5 1.635, H26 1.194, H27 1.170
5 C 4.92586 1.77622 -3.85136  C4 1.635, C6 1.632, H28 1.194, H29 1.179
6 C 4.05226 3.08775 -4.27423  C5 1.632, C7 1.634, H30 1.194, H31 1.182
7 C 3.96426 4.28381 -3.16442  C6 1.634, C8 1.673, H32 1.178, H33 1.169
8 C 2.69380 5.29144 -3.57676  C7 1.673, N9 1.512, C14 1.664, O18 1.501
9 N 1.30527 4.69875 -3.66473  C8 1.512, C10 1.513, H34 1.044
10 C 0.43769 5.04354 -2.47445  N9 1.513, C11 1.672, H35 1.170, H36 1.174
11 C -1.05996 4.35833 -2.76456  C10 1.672, C12 1.645, H37 1.192, H38 1.180
12 C -1.45722 3.19382 -1.67197  C11 1.645, C13 1.653, H39 1.170, H40 1.193
13 C -1.26577 1.71005 -2.37537  C12 1.653, H41 1.192, H42 1.170, H43 1.173
14 C 2.93539 6.33063 -4.85374  C8 1.664, O15 1.500, H44 1.174, H45 1.191
15 O 2.64886 7.70993 -4.33718  C14 1.500, C16 1.471
16 C 3.14847 7.71414 -2.95319  O15 1.471, O17 1.336, O18 1.491
17 O 3.77683 8.64317 -2.22663  C16 1.336
18 O 2.83758 6.32742 -2.50077  C8 1.501, C16 1.491
19 H 7.72023 3.31351 0.93685  C1 1.192
20 H 6.22614 4.46161 0.84162  C1 1.191
21 H 5.92514 2.59649 0.57500  C1 1.170
22 H 8.02574 4.24011 -1.29832  C2 1.194
23 H 6.20613 4.66470 -1.54411  C2 1.170
24 H 7.32812 2.69284 -3.29036  C3 1.193
25 H 7.67072 1.70062 -1.72397  C3 1.194
26 H 5.65840 0.56895 -2.06579  C4 1.194
27 H 4.65466 2.05532 -1.49566  C4 1.170
28 H 4.23918 0.81660 -4.03229  C5 1.194
29 H 5.86986 1.62637 -4.54100  C5 1.179
30 H 4.58910 3.55808 -5.23139  C6 1.194
31 H 3.00949 2.69782 -4.67133  C6 1.182
32 H 4.92867 4.94885 -3.28587  C7 1.178
33 H 3.74034 3.94580 -2.06768  C7 1.169
34 H 1.30463 3.65631 -3.71164  N9 1.044
35 H 0.23552 6.18522 -2.31800  C10 1.170
36 H 0.85184 4.48346 -1.52928  C10 1.174
37 H -1.88023 5.21442 -2.63988  C11 1.192
38 H -1.17155 3.97306 -3.87443  C11 1.180
39 H -0.93667 3.30337 -0.62966  C12 1.170
40 H -2.62696 3.29807 -1.46328  C12 1.193
41 H -2.12943 1.48994 -3.16730  C13 1.192
42 H -0.20608 1.66062 -2.86928  C13 1.170
43 H -1.35538 0.89025 -1.54112  C13 1.173
44 H 2.33791 6.13840 -5.84643  C14 1.174
45 H 4.10894 6.42374 -5.03422  C14 1.191
46 O 0.57273 -0.47671 0.31823  P47 1.548
47 P 1.44203 -1.33584 1.26889  O46 1.548, O48 1.656, O51 1.672, O54 1.730
48 O 2.37627 -1.97706 0.06105  P47 1.656, C49 1.413
49 C 3.45194 -1.20992 -0.44053  O48 1.413, C50 1.516, H57 1.097, H58 1.090
50 C 4.59753 -1.16028 0.55170  C49 1.516, H59 1.095, H60 1.095, H61 1.093
51 O 0.32454 -2.57901 1.30457  P47 1.672, C52 1.430
52 C -1.06464 -2.26743 1.17392  O51 1.430, C53 1.522, H62 1.097, H63 1.095
53 C -1.52807 -2.39880 -0.26966  C52 1.522, H64 1.092, H65 1.094, H66 1.094
54 O 2.41328 -2.29573 2.33106  P47 1.730, C55 1.422
55 C 1.96562 -2.44840 3.67171  O54 1.422, C56 1.521, H67 1.095, H68 1.094
56 C 0.96069 -3.57905 3.82928  C55 1.521, H69 1.096, H70 1.094, H71 1.096
57 H 3.10781 -0.20033 -0.69792  C49 1.097
58 H 3.79178 -1.68644 -1.36044  C49 1.090
59 H 4.31445 -0.59888 1.44770  C50 1.095
60 H 5.47242 -0.67477 0.10771  C50 1.095
61 H 4.87761 -2.16634 0.87410  C50 1.093
62 H -1.27629 -1.27002 1.57856  C52 1.097
63 H -1.62469 -2.97659 1.79195  C52 1.095
64 H -0.83226 -1.94830 -0.98074  C53 1.092
65 H -2.51043 -1.93553 -0.40377  C53 1.094
66 H -1.60699 -3.45384 -0.54781  C53 1.094
67 H 1.56058 -1.50201 4.04421  C55 1.095
68 H 2.85055 -2.68933 4.26720  C55 1.094
69 H -0.05891 -3.21509 3.65592  C56 1.096
70 H 0.97275 -3.97906 4.84706  C56 1.094
71 H 1.14873 -4.39469 3.12219  C56 1.096
72 O -4.65228 -4.54440 2.93350  P73 1.548
73 P -6.09483 -4.91464 3.35719  O72 1.548, O74 1.656, O77 1.672, O80 1.730
74 O -6.50418 -5.57406 1.89415  P73 1.656, C75 1.413
75 C -6.10600 -6.90120 1.61616  O74 1.413, C76 1.516, H83 1.097, H84 1.090
76 C -6.93317 -7.89699 2.40581  C75 1.516, H85 1.095, H86 1.095, H87 1.093
77 O -6.67565 -3.38194 3.02706  P73 1.672, C78 1.430
78 C -5.80603 -2.25944 3.19360  O77 1.430, C79 1.522, H88 1.097, H89 1.095
79 C -5.13712 -1.87783 1.88101  C78 1.522, H90 1.092, H91 1.094, H92 1.094
80 O -7.70657 -5.32829 3.83057  P73 1.730, C81 1.422
81 C -8.19792 -4.77192 5.04304  O80 1.422, C82 1.521, H93 1.095, H94 1.094
82 C -8.78186 -3.38020 4.85540  C81 1.521, H95 1.096, H96 1.094, H97 1.096
83 H -5.03541 -7.02509 1.82220  C75 1.097
84 H -6.25791 -7.07111 0.54993  C75 1.090
85 H -6.72495 -7.81540 3.47731  C76 1.095
86 H -6.70793 -8.92124 2.09200  C76 1.095
87 H -8.00152 -7.71225 2.26784  C76 1.093
88 H -5.06917 -2.45561 3.98220  C78 1.097
89 H -6.41259 -1.41666 3.54050  C78 1.095
90 H -4.75917 -2.74234 1.33099  C79 1.092
91 H -4.30625 -1.18769 2.05711  C79 1.094
92 H -5.85539 -1.38589 1.21862  C79 1.094
93 H -7.41157 -4.77352 5.80469  C81 1.095
94 H -8.99573 -5.43617 5.38659  C81 1.094
95 H -8.00123 -2.61755 4.96072  C82 1.096
96 H -9.52963 -3.15907 5.62218  C82 1.094
97 H -9.23693 -3.25770 3.86620  C82 1.096